Formula: C14H24Br8Fe2O8
Source: the OMol25 dataset
Level of theory: the ωB97M-V functional and the def2-TZVPD basis

```
56
Properties=species:S:1:pos:R:3:lowdin_spin:R:1
H -2.37 4.43 -0.38 0.0014
C -0.90 0.00 -2.97 0.0333
H 2.53 -2.66 3.90 0.0014
C -2.55 2.54 -1.53 0.0118
H 0.81 2.87 0.27 0.0071
Br -2.09 1.49 -3.35 0.0058
C 2.26 -1.68 2.22 0.0431
O 0.77 0.36 0.24 0.1614
C -1.34 -2.07 1.47 0.1181
C 2.76 -2.97 2.88 0.0083
Br -2.54 -2.56 -3.25 0.0039
Br -4.26 3.05 -2.45 0.0036
H 1.68 0.97 2.05 0.0011
C -1.69 -2.82 -1.48 0.0039
H -1.77 2.67 -2.28 0.0034
H -1.34 3.18 0.29 0.0018
C -0.20 -0.58 -4.25 0.0031
H 3.17 1.43 2.87 0.0002
H 3.20 0.01 0.11 0.0012
O -0.56 -2.54 0.67 0.0811
Br -3.63 2.83 1.18 0.0344
H -2.62 1.46 -1.36 0.0081
H 3.84 -3.09 2.94 0.0009
C -2.28 3.35 -0.24 0.0046
H 3.11 1.75 0.19 0.0001
Fe 0.31 -1.21 0.52 2.3843
O -1.22 1.14 0.39 0.3030
O -2.45 -1.75 1.07 0.1724
C -1.15 -4.23 -1.50 0.0001
H -0.05 1.52 2.25 0.0024
O 3.00 -0.57 2.63 0.0265
O 1.27 -1.57 1.57 0.1105
H -0.87 -1.14 -4.89 0.0010
H 4.44 1.07 0.87 0.0000
H 2.18 -3.83 2.56 0.0005
H -0.88 -2.12 -1.27 0.0041
O -0.75 -0.48 -0.52 0.2317
H -1.51 -0.81 -2.57 0.0015
H 0.16 0.15 -4.98 0.0002
H -0.40 3.81 1.12 0.0001
Br -0.16 3.22 4.02 0.0010
C 3.38 0.87 0.76 0.0015
C -0.32 0.62 -0.25 0.4720
C 0.61 2.37 2.42 0.0038
H -0.13 0.39 -2.30 0.0219
H 1.64 2.06 2.57 0.0001
H -1.94 -4.99 -1.59 0.0000
O -0.80 -1.03 1.75 0.2268
Br 1.26 -1.87 -3.71 0.0052
H -0.51 -4.46 -0.66 0.0001
Br 0.11 -4.54 -3.01 0.0008
C 0.58 3.34 1.23 0.0063
H -2.42 -2.73 -0.67 0.0018
C 2.74 0.72 2.17 0.0031
Fe -2.02 -0.19 0.77 3.4724
Br 1.88 4.81 1.52 0.0016
```

For the HOMO energy (spin up / spin down), the calculation gives -0.233 / -0.289 hartree. Its multiplicity is 9. The total charge is 0. As for the expectation value of S²: 20.04. The LUMO energy (spin up / spin down) comes out at -0.83 / -1.98 eV. The value obtained for the gap between HOMO and LUMO (spin up / spin down) is 5.52 / 5.88 eV.

---

Formula: C14H24F6N7O4S4Ta
Source: the OMol25 dataset
Level of theory: the ωB97M-V functional and the def2-TZVPD basis

```
60
Properties=species:S:1:pos:R:3:mulliken_charge:R:1
H 2.10 3.28 -0.05 0.2039
S -0.77 -4.41 -0.13 0.9321
H -3.55 -1.39 -2.47 0.4485
H 2.29 2.69 -3.70 0.3880
C 3.03 2.16 3.74 0.6691
H -3.95 1.29 0.12 0.3446
O 1.74 -1.16 0.40 -0.6610
C 0.45 -5.70 -0.64 0.6973
H -3.64 1.42 -1.62 0.4135
C -2.59 -1.06 -2.08 -1.4110
H 2.92 2.13 -2.20 0.3787
O -1.67 -4.31 -1.24 -0.5804
H -0.69 3.12 -0.79 0.2719
O -1.26 -4.63 1.19 -0.5177
H 0.04 1.41 -2.86 0.2644
H 2.30 0.22 -1.37 0.3434
S 2.85 1.21 1.15 -0.4470
H 1.02 -0.66 -1.74 0.2879
N 0.02 2.94 -0.08 -0.6227
N 5.56 2.54 3.42 -0.3261
C 1.38 3.67 -2.05 -0.7909
C 1.98 2.42 -2.69 -0.7051
F -0.04 -6.87 -0.35 -0.1744
C -3.27 -1.45 0.31 -1.9253
H -2.29 1.79 1.13 0.2954
C 2.34 2.45 4.95 -0.1541
H 0.43 3.88 -2.55 0.3523
N 1.31 0.30 -1.55 -0.5863
H 1.17 4.72 -0.19 0.4860
C 2.30 1.61 2.74 0.9395
C -3.87 0.72 -0.81 -1.5090
H -4.89 0.39 -1.01 0.4751
C 1.25 3.71 -0.55 -0.5423
N -1.86 0.87 1.04 -0.3744
H -2.19 -0.35 -2.79 0.3380
Ta 0.47 0.64 0.65 1.7241
N 1.72 2.62 5.90 -0.3422
F 0.68 -3.73 3.10 -0.1307
O -0.30 -1.16 1.34 -0.3891
H -1.71 1.22 -0.86 0.2961
S 0.73 -2.22 0.84 0.7794
F 2.56 -3.68 2.12 -0.1435
C -2.87 -0.42 -0.73 0.9154
H -4.20 -1.90 -0.03 0.5169
C 1.09 1.18 -2.77 -0.7184
N 0.26 -3.09 -0.25 -0.2278
F 0.62 -5.58 -1.92 -0.1941
F 1.82 -1.88 3.14 -0.1257
H -3.51 -1.09 1.30 0.5708
C 1.52 -2.97 2.45 0.6447
C 4.43 2.40 3.57 -0.2242
H -1.93 -1.93 -2.00 0.2767
S 0.61 1.31 2.96 -0.4148
H 2.00 4.52 -2.33 0.4074
N -1.66 0.38 -0.27 0.1970
H -0.32 3.39 0.77 0.3671
H -2.54 -2.26 0.42 0.4616
F 1.58 -5.48 0.00 -0.1918
H -2.38 0.21 1.61 0.1521
H 1.36 0.60 -3.64 0.5912
```

For the HOMO energy, the calculation gives -0.540 hartree. Its multiplicity is 1. The total charge is +2. The LUMO energy comes out at -8.09 eV. The value obtained for the gap between HOMO and LUMO is 6.61 eV.

---

Formula: C14H24FN2S
Source: the OMol25 dataset
Level of theory: the ωB97M-V functional and the def2-TZVPD basis

```
42
Properties=species:S:1:pos:R:3:mulliken_charge:R:1
C -1.42 -2.41 0.40 -0.8929
H 0.23 -2.22 1.74 0.2083
F 3.95 0.34 -1.23 -0.3991
H -0.72 0.14 0.01 -0.6583
C -2.65 -0.31 2.35 -0.5895
C -0.86 -2.14 1.80 -0.8154
H 3.40 -1.26 0.97 0.4330
H 2.55 -1.64 -0.56 0.3244
S -0.63 3.98 -0.09 -0.2890
C -0.54 -0.37 -0.93 -0.2206
C 2.64 -0.94 0.27 -0.9300
H -3.09 1.82 2.50 0.3936
H 2.16 3.17 -1.74 0.4525
H -3.68 1.09 1.03 0.2489
H 3.28 1.07 0.53 0.4872
H -2.44 -2.04 0.25 0.4296
H 1.01 2.63 -3.81 0.2684
H -0.49 -0.01 2.08 0.2813
C -0.56 -1.91 -0.77 -0.8619
H -1.01 -2.30 -1.68 0.3693
C 0.31 0.98 -2.85 -0.5458
C 1.70 1.16 -0.90 1.8586
C 0.26 2.71 0.06 0.3331
C 0.71 0.20 -1.65 -0.0881
C 2.93 0.43 -0.29 -0.1888
H 1.29 -0.64 -2.06 0.7209
H 0.44 -2.34 -0.72 0.3164
C 2.13 2.12 -2.02 -1.5825
H -0.54 0.76 -3.49 0.5429
H -3.29 -1.03 1.84 0.3641
H -1.48 -3.49 0.28 0.4355
N 1.08 1.82 0.26 -0.4428
H -3.04 -0.23 3.37 0.3817
H 3.10 1.94 -2.47 0.3911
H -1.18 -2.92 2.48 0.4115
N 1.08 1.98 -3.04 0.0474
H -1.41 -0.14 -1.56 0.6967
C -2.84 1.09 1.72 -0.5737
H 1.66 -0.92 0.75 -0.1075
H -0.94 -0.88 3.51 0.5409
C -1.18 -0.77 2.45 -0.5382
H -1.93 1.46 1.24 -0.2130
```

For the HOMO energy, the calculation gives -0.481 hartree. Its multiplicity is 1. The total charge is +1. Its SMILES is CCCCCCC[C@H]1C=[NH+]C[C@]1(N=C=S)[C@@H](C)F. The LUMO energy comes out at -4.36 eV. The value obtained for the gap between HOMO and LUMO is 8.71 eV.

---

Formula: C14H24InN2O6
Source: the OMol25 dataset
Level of theory: the ωB97M-V functional and the def2-TZVPD basis

```
47
Properties=species:S:1:pos:R:3:mulliken_charge:R:1
O -3.27 -21.88 6.51 -0.0204
H -4.03 -25.55 7.44 0.4078
C -3.50 -18.30 5.04 -1.5767
C -3.87 -19.61 5.75 0.6575
O -5.98 -26.97 8.03 -0.6221
C -7.03 -23.66 9.41 -0.6602
H -8.23 -18.64 7.67 0.3924
C -4.76 -23.59 8.16 1.3380
C -6.56 -20.60 6.93 -1.4586
H -4.79 -19.97 5.29 0.0720
H -4.72 -23.17 5.95 0.3426
H -3.55 -18.55 7.38 0.3845
H -2.60 -23.91 6.83 0.1929
H -5.05 -18.71 6.97 0.1913
O -3.85 -22.86 7.79 -0.5677
C -2.89 -20.78 5.65 -1.3350
H -6.30 -22.68 5.45 0.3653
C -2.28 -22.93 6.49 -0.7800
O -8.13 -25.59 9.52 -0.6007
C -5.93 -25.70 8.36 0.0546
C -4.86 -25.03 7.90 -0.7929
N -4.22 -19.26 7.14 -0.4734
C -7.05 -24.99 9.12 0.0773
H -6.69 -20.82 9.01 -0.3288
H -2.10 -23.15 5.44 0.3800
C -6.67 -20.01 8.28 0.9081
H -8.77 -20.08 8.58 0.4154
H -6.44 -19.80 6.19 0.3558
H -1.37 -22.68 7.04 0.3217
C -8.00 -19.31 8.50 -1.6962
C -5.88 -22.90 9.06 0.6947
H -7.85 -23.15 9.89 0.5128
O -5.73 -21.71 9.32 -0.8185
H -4.35 -17.62 5.08 0.4499
H -7.52 -21.01 6.62 0.7451
H -2.68 -17.69 5.42 0.3899
H -5.83 -18.64 9.49 0.3292
H -2.80 -21.06 4.60 0.3957
In -4.05 -21.04 8.55 1.4334
H -8.06 -18.76 9.44 0.3833
C -5.36 -22.30 5.84 -0.9381
H -4.91 -21.75 5.02 0.2466
H -1.84 -20.54 5.78 0.5305
O -5.50 -21.49 7.02 0.4101
H -3.38 -18.47 3.97 0.4143
H -5.53 -18.31 7.98 0.2168
N -5.58 -19.09 8.63 -0.3402
```

For the HOMO energy, the calculation gives -0.392 hartree. Its multiplicity is 1. The total charge is +1. The LUMO energy comes out at -6.58 eV. The value obtained for the gap between HOMO and LUMO is 4.09 eV.

---

Formula: C14H24N2O
Source: the OMol25 dataset
Level of theory: the ωB97M-V functional and the def2-TZVPD basis

```
41
Properties=species:S:1:pos:R:3:mulliken_charge:R:1
C -2.23 -2.02 -1.67 -0.8671
H -2.68 -1.54 -2.60 0.3023
C 1.97 -1.90 0.80 -0.7984
C 0.75 1.06 2.48 -0.3049
C -0.19 2.09 -2.05 -0.4382
H -2.12 0.56 0.87 0.1235
H -1.18 3.79 2.36 0.2982
H 1.95 -1.00 3.08 0.2954
H 1.31 1.13 1.49 0.2076
H 2.69 -0.06 0.45 0.4968
H 0.21 -2.19 1.94 0.6103
C 0.84 -0.04 -1.71 0.6474
H -1.28 -0.77 2.03 0.1871
H -1.04 1.48 3.67 0.3623
C 1.99 -0.98 -1.47 -0.7479
C 2.77 -0.90 -0.16 -0.8443
H 1.32 1.81 3.30 0.2348
N 1.05 1.36 -2.00 -0.6416
C -1.41 2.71 1.81 -0.9016
H 2.76 -2.28 1.60 0.3845
H 0.16 3.03 -2.16 0.6354
N -1.48 0.24 -1.79 -0.3594
H 2.74 -0.70 -2.14 0.5758
H 1.46 -2.73 0.25 0.2866
C 0.80 -1.39 1.48 0.0169
C -0.38 -0.63 -1.55 0.4674
H -2.39 -3.06 -1.69 0.3932
H -0.03 -1.23 0.77 -0.2595
H 3.78 -1.23 -0.17 0.3682
C -1.78 0.34 1.92 -0.8681
C 0.94 -0.48 2.71 -0.9932
O -0.72 -1.84 -1.37 -0.4767
C -1.49 1.52 -1.77 -0.3779
H -2.61 -1.78 -0.75 0.3581
H -2.73 2.77 1.52 0.2163
H 1.64 -2.09 -1.54 0.1987
H -2.84 0.18 2.51 0.2608
H -2.32 2.24 -2.06 0.2185
H 0.31 -0.75 3.64 0.3885
C -0.85 1.47 2.57 0.2208
H -0.63 2.69 0.77 0.1235
```

For the HOMO energy, the calculation gives -0.316 hartree. The value obtained for the energy above the lowest of the compared OMol25 structures with the same formula, charge and spin is 207.6 kcal/mol. Its multiplicity is 1. The total charge is 0. The LUMO energy comes out at 0.37 eV. The value obtained for the gap between HOMO and LUMO is 8.95 eV.